[1]
The following is a DFT calculation (ωB97M-V with the def2-TZVPD basis set) of one molecule with the formula C26H33N3O3.

Geometry as XYZ:
```
65
Properties=species:S:1:pos:R:3:nbo_charge:R:1
C -3.63 -3.25 0.19 -0.6658
C -3.61 -1.77 0.27 0.2702
C -2.62 -0.96 0.71 -0.2185
C -1.29 -1.33 1.29 -0.2476
N -0.50 -2.11 0.35 -0.4508
C -0.22 -1.42 -0.89 -0.2222
C 0.77 -0.25 -0.75 -0.4342
C 2.09 -0.68 -0.08 -0.0537
C 2.94 -1.51 -1.08 -0.0711
O 4.21 -1.85 -0.59 -0.7294
C 2.87 0.57 0.39 -0.4325
C 3.48 1.43 -0.73 -0.0764
O 4.76 0.97 -1.14 -0.5365
C 5.86 1.28 -0.40 0.3753
C 5.87 2.02 0.77 -0.3298
C 7.07 2.28 1.42 -0.1839
C 8.26 1.79 0.92 -0.2434
C 8.25 1.04 -0.25 -0.1855
C 7.07 0.78 -0.90 -0.2906
C 1.80 -1.52 1.17 -0.4264
C 0.74 -2.61 0.92 -0.2162
C -3.04 0.41 0.51 0.6236
O -2.46 1.46 0.75 -0.6462
N -4.32 0.31 -0.04 -0.2933
C -5.26 1.35 -0.06 0.2150
C -4.88 2.61 -0.50 -0.2363
C -5.80 3.64 -0.51 -0.1848
C -7.10 3.42 -0.09 -0.2281
C -7.48 2.17 0.36 -0.2011
C -6.56 1.13 0.39 -0.2731
N -4.70 -1.02 -0.11 -0.2177
C -5.57 -1.43 -1.19 -0.4217
H -4.45 -3.66 0.78 0.2273
H -3.75 -3.58 -0.84 0.2276
H -2.69 -3.63 0.56 0.2563
H -1.44 -1.95 2.18 0.2053
H -0.81 -0.39 1.60 0.2010
H -1.16 -1.04 -1.30 0.2073
H 0.18 -2.16 -1.60 0.1897
H 0.96 0.17 -1.73 0.2063
H 0.30 0.52 -0.14 0.2184
H 2.44 -2.46 -1.28 0.1791
H 3.03 -0.97 -2.03 0.1627
H 4.76 -1.05 -0.64 0.4774
H 2.19 1.20 0.97 0.2186
H 3.68 0.25 1.05 0.2215
H 2.87 1.39 -1.63 0.1973
H 3.55 2.48 -0.41 0.1840
H 4.96 2.41 1.19 0.2201
H 7.06 2.86 2.33 0.2141
H 9.19 1.99 1.43 0.2139
H 9.18 0.65 -0.65 0.2153
H 7.05 0.20 -1.81 0.2240
H 2.72 -2.00 1.50 0.2298
H 1.45 -0.86 1.97 0.1997
H 0.51 -3.10 1.87 0.1988
H 1.13 -3.36 0.24 0.1914
H -3.86 2.77 -0.82 0.2432
H -5.50 4.62 -0.85 0.2146
H -7.82 4.23 -0.11 0.2137
H -8.49 2.00 0.71 0.2142
H -6.85 0.17 0.78 0.2204
H -6.10 -2.34 -0.90 0.2155
H -5.00 -1.63 -2.11 0.1921
H -6.29 -0.65 -1.39 0.2322
```

## Properties
**Total charge**: 0
**Energy above the lowest of the compared OMol25 structures with the same formula, charge and spin**: 58.81 kcal per mole
**HOMO energy**: -0.29679 Eh
**E_tot**: -1400.51367 Eh
**Frontier orbital gap**: 8.697 eV
**SMILES string**: Cc1c(CN2CCC(CO)(CCOc3ccccc3)CC2)c(=O)n(-c2ccccc2)n1C

[2]
The following is a DFT calculation (ωB97M-V with the def2-TZVPD basis set) of a 13-piece molecular cluster, H25O13 overall at a distorted geometry.

Geometry as XYZ:
```
38
Properties=species:S:1:pos:R:3:nbo_charge:R:1
O 2.53 -0.24 3.14 -0.9524
H -0.23 -1.73 3.76 0.4462
H -0.04 3.82 -1.59 0.4736
O -0.65 -2.60 1.09 -1.0028
H -1.08 -1.70 1.27 0.4982
H -2.36 -0.32 2.58 0.4592
O -0.77 3.98 -1.00 -0.9859
H -0.65 3.28 -0.33 0.4900
O 1.99 2.66 -1.70 -0.9380
H 2.17 2.41 -2.63 0.4743
H 1.77 1.71 -1.62 0.4631
O -3.74 0.01 -0.03 -0.9760
H 1.62 0.10 3.05 0.4860
H -2.87 -0.42 0.01 0.4981
O 3.91 -0.27 -1.18 -0.9537
H 3.92 0.15 -0.33 0.4811
H 3.36 -1.06 -1.11 0.4735
O -1.70 -0.40 1.86 -1.2622
H -0.01 -0.08 0.48 0.5064
H -3.01 -0.97 -2.15 0.4759
O -0.03 -0.79 3.87 -0.9900
H -3.75 0.34 0.88 0.4696
H 1.96 -0.90 -3.36 0.4685
O -2.24 -0.38 -2.28 -0.9667
H -0.11 -2.64 1.89 0.4421
H -1.53 2.79 1.24 0.4691
O 0.31 -3.51 -1.99 -0.9557
H 0.55 -2.58 -2.02 0.4689
H -0.57 -3.61 -1.63 0.4865
O 1.45 -0.09 -3.22 -0.9491
H 0.97 -0.29 -2.40 0.4808
H -2.58 0.55 -2.16 0.4929
O -1.07 2.03 0.87 -1.0474
H 1.11 0.86 -0.07 0.4693
H -0.48 -0.56 3.01 0.4975
O 0.95 -0.02 0.28 -0.9787
H -1.51 1.14 1.22 0.5276
H 2.40 -0.69 2.29 0.4601
```

## Properties
**Total charge**: -1
**Energy above the lowest of the compared OMol25 structures with the same formula, charge and spin**: 49.90 kcal per mole
**HOMO energy**: -0.25547 Eh
**E_tot**: -993.15821 Eh
**Frontier orbital gap**: 9.655 eV

[3]
The following is a DFT calculation (ωB97M-V with the def2-TZVPD basis set) of C11H11BrO2Tc as an isolated structure at a distorted geometry.

Geometry as XYZ:
```
26
Properties=species:S:1:pos:R:3:lowdin_spin:R:1
C 0.75 0.65 -1.96 -0.0039
C 1.97 1.29 -1.54 -0.0122
C 2.89 0.22 -1.23 0.0097
H 2.22 2.35 -1.55 0.0002
C 2.23 -1.06 -1.42 0.0270
C 0.89 -0.77 -1.86 0.0677
H 0.10 -1.50 -2.06 0.0110
H -0.14 1.15 -2.34 0.0003
H 3.95 0.38 -1.05 0.0055
H 2.66 -2.05 -1.27 0.0043
Tc 1.24 0.18 0.09 1.6086
Br -0.67 1.68 0.37 0.1793
C -2.81 -0.95 2.07 0.0069
C -3.10 -1.83 0.99 0.3229
C -3.56 -1.04 -0.11 0.0761
H -3.01 -2.91 1.00 0.0186
C -3.56 0.32 0.29 0.2037
C -3.10 0.37 1.65 0.3216
H -2.99 1.27 2.26 0.0121
H -2.44 -1.24 3.05 -0.0062
H -3.89 -1.41 -1.08 -0.0008
H -3.84 1.16 -0.32 0.0055
O 4.36 1.42 2.35 0.0086
C 3.59 0.93 1.53 0.0118
O 2.29 1.12 1.44 0.1192
H 3.96 0.27 0.72 0.0027
```

## Properties
**Total charge**: 0
**HOMO energy (spin up / spin down)**: -0.29667 / -0.29344 Eh
**E_tot**: -3230.92240 Eh
**Multiplicity**: 4
**Frontier orbital gap (spin up / spin down)**: 7.209 / 6.260 eV

[4]
The following is a DFT calculation (ωB97M-V with the def2-TZVPD basis set) of C16H38FeN5SSeSi2Te as an isolated structure.

Geometry as XYZ:
```
65
Properties=species:S:1:pos:R:3:lowdin_spin:R:1
Fe -0.14 0.48 -1.21 3.6639
C -1.60 -2.45 -2.07 0.0067
Si -3.13 -2.67 -1.01 0.0003
C -2.99 -4.21 0.04 0.0001
C -4.64 -2.76 -2.09 0.0000
C -3.39 -1.14 0.08 0.0018
Te -1.72 -0.12 0.94 0.0440
C -0.58 -1.77 1.67 0.0100
Si -1.13 -2.36 3.39 0.0020
C -2.99 -2.51 3.47 0.0010
C -0.31 -4.00 3.70 0.0007
C -0.55 -1.05 4.59 0.0004
H -1.54 -3.27 -2.79 0.0006
H -0.67 -2.44 -1.50 0.0014
H -1.67 -1.53 -2.66 0.0029
H -2.92 -5.08 -0.61 0.0000
H -3.89 -4.34 0.65 0.0000
H -2.13 -4.22 0.70 0.0000
H -4.60 -3.64 -2.74 0.0000
H -4.73 -1.88 -2.73 0.0000
H -5.55 -2.84 -1.50 0.0000
H -4.07 -1.36 0.90 0.0011
H -3.87 -0.37 -0.52 0.0000
H 0.45 -1.40 1.73 0.0000
H -0.59 -2.53 0.89 0.0001
H -3.38 -3.21 2.73 0.0000
H -3.48 -1.54 3.33 0.0008
H -3.29 -2.88 4.45 0.0000
H -0.66 -4.76 2.99 0.0000
H -0.54 -4.37 4.70 0.0001
H 0.77 -3.93 3.61 0.0000
H -0.99 -0.08 4.37 0.0004
H 0.54 -0.95 4.56 0.0000
H -0.83 -1.31 5.61 0.0000
Se 3.67 -1.27 0.65 0.0538
C 2.29 -0.99 -0.40 0.0407
N 1.34 -0.77 -1.06 0.0378
C -0.85 1.47 -4.37 0.0090
S -1.76 1.31 -2.82 0.0338
C -1.91 3.05 -2.35 0.0069
H -1.48 2.00 -5.09 0.0016
H -0.66 0.47 -4.73 0.0001
H 0.08 2.00 -4.21 0.0003
H -0.93 3.52 -2.33 0.0001
H -2.37 3.08 -1.36 0.0005
H -2.57 3.55 -3.06 0.0008
C 4.87 4.81 -1.33 0.0000
C 5.13 3.85 -0.18 0.0002
C 4.51 4.36 1.12 0.0001
C 4.67 2.43 -0.51 0.0010
N 3.23 2.34 -0.76 0.0061
C 2.22 2.21 0.10 0.0117
N 1.10 2.15 -0.59 0.0304
N 1.47 2.22 -1.90 0.0195
N 2.73 2.33 -2.01 0.0060
H 5.29 5.79 -1.11 0.0000
H 3.80 4.95 -1.50 0.0000
H 5.31 4.45 -2.26 0.0000
H 6.21 3.76 -0.04 0.0000
H 3.44 4.52 1.02 0.0000
H 4.96 5.32 1.40 0.0000
H 4.69 3.66 1.95 0.0000
H 4.88 1.73 0.30 0.0007
H 5.15 2.06 -1.42 0.0001
H 2.33 2.15 1.17 0.0002
```

## Properties
**Total charge**: +1
**Energy above the lowest of the compared OMol25 structures with the same formula, charge and spin**: 0.00 kcal per mole
**HOMO energy (spin up / spin down)**: -0.39713 / -0.40293 Eh
**E_tot**: -5816.41578 Eh
**Multiplicity**: 5
**Frontier orbital gap (spin up / spin down)**: 8.581 / 7.676 eV